C2H8N2 | ωB97M-V/def2-TZVPD

Values from the calculation:
Calculated total energy = -5181.165 eV
Maximum force = 0.4 eV/Å
Net charge = 0
Relative energy (zero: lowest compared OMol25 entry of this formula, charge and spin) = 59.3 kcal per mole

Each atom is followed by the atoms it is bonded to, with distances in Å.
CARTESIAN COORDINATES (ANGSTROEM)
1 N -1.527 -1.090 0.213  C3 1.408, H5 1.016
2 N -0.122 0.576 -0.422  C3 1.596, C4 1.472, H9 1.022, H12 1.187
3 C -0.838 -0.047 0.861  N1 1.408, N2 1.596, H8 1.099, H10 1.097
4 C 1.307 0.258 -0.581  N2 1.472, H6 1.090, H7 1.090, H11 1.091
5 H -1.101 -1.989 0.422  N1 1.016
6 H 1.641 0.499 -1.590  C4 1.090
7 H 1.918 0.800 0.142  C4 1.090
8 H -1.469 0.772 1.233  C3 1.099
9 H -0.319 1.564 -0.596  N2 1.022
10 H -0.068 -0.275 1.609  C3 1.097
11 H 1.422 -0.815 -0.419  C4 1.091
12 H -0.843 -0.252 -0.871  N2 1.187

C2H8N2 | ωB97M-V/def2-TZVPD

Values from the calculation:
Calculated total energy = -5181.293 eV
Maximum force = 4.5 eV/Å
SMILES string = CNCN
Net charge = 0
Relative energy (zero: lowest compared OMol25 entry of this formula, charge and spin) = 56.4 kcal per mole

Each atom is followed by the atoms it is bonded to, with distances in Å.
CARTESIAN COORDINATES (ANGSTROEM)
1 N 0.231 0.358 -0.489  C3 1.505, C4 1.451, H11 1.013
2 N -0.023 0.400 1.746  C3 1.441, H7 1.198, H9 1.013
3 C 0.766 -0.291 0.759  N1 1.505, N2 1.441, H6 1.101, H8 1.095
4 C -0.714 -0.262 -1.398  N1 1.451, H5 1.090, H10 1.095, H12 1.090
5 H -0.274 -0.326 -2.394  C4 1.090
6 H 0.530 -1.362 0.661  C3 1.101
7 H -0.773 0.697 0.861  N2 1.198
8 H 1.838 -0.084 0.846  C3 1.095
9 H 0.475 0.513 2.621  N2 1.013
10 H -1.636 0.327 -1.455  C4 1.095
11 H 0.549 1.297 -0.696  N1 1.013
12 H -0.969 -1.267 -1.062  C4 1.090

C2H8N2 | ωB97M-V/def2-TZVPD

Values from the calculation:
Calculated total energy = -5182.859 eV
Maximum force = 0.9 eV/Å
SMILES string = C=NC.N
Net charge = 0
Relative energy (zero: lowest compared OMol25 entry of this formula, charge and spin) = 20.3 kcal per mole

Each atom is followed by the atoms it is bonded to, with distances in Å.
CARTESIAN COORDINATES (ANGSTROEM)
1 N 1.378 -1.248 -3.641  H5 1.018, H6 1.005, H12 0.999
2 N -0.554 1.257 1.602  C3 1.259, C4 1.456
3 C -1.376 0.813 0.757  N2 1.259, H9 1.083, H11 1.094
4 C -0.264 0.408 2.748  N2 1.456, H7 1.079, H8 1.096, H10 1.089
5 H 1.054 -0.295 -3.787  N1 1.018
6 H 1.620 -1.662 -4.525  N1 1.005
7 H 0.402 0.874 3.459  C4 1.079
8 H -1.190 0.199 3.298  C4 1.096
9 H -1.531 1.453 -0.103  C3 1.083
10 H 0.121 -0.544 2.387  C4 1.089
11 H -1.880 -0.142 0.928  C3 1.094
12 H 2.222 -1.111 -3.124  N1 0.999

C2H8N2 | ωB97M-V/def2-TZVPD

Values from the calculation:
Calculated total energy = -5183.571 eV
Maximum force = 1.1 eV/Å
SMILES string = NCCN
Net charge = 0
Relative energy (zero: lowest compared OMol25 entry of this formula, charge and spin) = 3.8 kcal per mole

Each atom is followed by the atoms it is bonded to, with distances in Å.
CARTESIAN COORDINATES (ANGSTROEM)
1 N -1.891 -0.207 0.225  C3 1.477, H5 1.007, H12 1.019
2 N 1.877 0.237 -0.176  C4 1.460, H9 1.016, H10 1.018
3 C -0.603 0.385 -0.191  N1 1.477, C4 1.507, H6 1.088, H8 1.094
4 C 0.620 -0.409 0.189  N2 1.460, C3 1.507, H7 1.094, H11 1.097
5 H -2.310 -0.772 -0.497  N1 1.007
6 H -0.588 0.525 -1.270  C3 1.088
7 H 0.653 -0.593 1.267  C4 1.094
8 H -0.600 1.371 0.283  C3 1.094
9 H 1.772 0.669 -1.090  N2 1.016
10 H 1.970 1.078 0.390  N2 1.018
11 H 0.499 -1.389 -0.288  C4 1.097
12 H -1.670 -0.900 0.939  N1 1.019